Here is a gas-phase ion, C3H6N (charge +1) in a non-equilibrium geometry from the Open Molecules 2025 dataset. Energies are from ωB97M-V/def2-TZVPD.

Output
Frontier orbital gap ... 10.24 eV
Charge ... +1
M ... 56.088 g mol⁻¹
Relative energy (zero: lowest compared OMol25 entry of this formula, charge and spin) ... 7.63 kcal/mol
SMILES ... C=C[NH+]=C

Cartesian coordinates (Å):
N  -0.822  0.292  -0.109
C  -0.418  1.353  -0.678
C  0.996  -1.213  0.176
C  -0.009  -0.572  0.727
H  1.634  -1.879  0.745
H  -1.808  0.030  -0.119
H  -1.079  1.934  -1.310
H  0.504  1.810  -0.337
H  1.274  -1.186  -0.869
H  -0.272  -0.568  1.774